A structure of composition C30H28FGaNOPS4Sb, computed with ωB97M-V/def2-TZVPD.

Last column: natural (NBO) charge in e.
Positions of all 68 atoms, in Å:
Ga1 -1.903 -0.636 0.839  0.56
C1 -0.194 -4.121 1.417  -0.62
C2 -0.529 -4.190 -0.069  -0.23
C3 -0.853 -5.617 -0.508  -0.61
C4 0.579 -3.610 -0.948  -0.09
C5 1.931 -4.341 -0.817  -0.09
O1 2.867 -3.305 -0.462  -0.52
C6 2.129 -2.154 -0.361  0.52
N1 0.897 -2.220 -0.610  -0.45
C7 2.915 -0.951 0.000  -0.04
C8 4.293 -1.130 0.172  -0.21
C9 5.135 -0.061 0.403  -0.20
C10 4.609 1.222 0.447  -0.21
C11 3.246 1.402 0.299  -0.19
C12 2.366 0.334 0.095  -0.28
P1 0.540 0.783 -0.004  0.93
C13 0.660 1.677 -1.607  -0.35
C14 0.966 0.811 -2.666  -0.14
C15 0.990 1.258 -3.975  -0.23
C16 0.693 2.585 -4.263  -0.22
C17 0.376 3.448 -3.228  -0.20
C18 0.352 2.998 -1.912  -0.20
C19 0.485 1.904 1.446  -0.36
C20 0.585 1.203 2.653  -0.21
C21 0.454 1.850 3.871  -0.21
C22 0.210 3.216 3.909  -0.22
C23 0.103 3.922 2.721  -0.21
C24 0.236 3.272 1.500  -0.14
H1 -1.052 -4.456 2.002  0.24
H2 0.025 -3.096 1.715  0.23
H3 0.663 -4.755 1.672  0.18
H4 -1.414 -3.574 -0.237  0.24
H5 -0.010 -6.292 -0.333  0.18
H6 -1.106 -5.656 -1.572  0.20
H7 -1.708 -5.995 0.053  0.23
H8 0.229 -3.619 -1.985  0.20
H9 2.265 -4.812 -1.741  0.18
H10 1.933 -5.082 -0.019  0.18
H11 4.695 -2.130 0.108  0.23
H12 6.197 -0.226 0.533  0.21
H13 5.254 2.078 0.602  0.21
H14 2.841 2.405 0.351  0.22
H15 1.170 -0.233 -2.451  0.22
H16 1.224 0.566 -4.775  0.21
H17 0.691 2.936 -5.287  0.21
H18 0.127 4.481 -3.440  0.21
H19 0.064 3.695 -1.144  0.21
H20 0.762 0.132 2.634  0.23
H21 0.529 1.283 4.791  0.21
H22 0.088 3.723 4.858  0.21
H23 -0.102 4.985 2.737  0.21
H24 0.118 3.853 0.601  0.20
S1 -4.989 -2.391 1.892  -0.37
Sb1 -5.566 -2.720 -0.395  0.99
S2 -3.634 -1.840 -1.556  -0.40
S3 -5.184 -0.397 -1.422  -0.49
S4 -4.533 -4.395 1.359  -0.56
F1 -3.804 5.253 -0.082  -0.35
C25 -3.399 3.961 0.069  0.36
C26 -3.014 3.250 -1.047  -0.27
C27 -2.591 1.935 -0.874  -0.22
C28 -2.540 1.322 0.380  -0.60
C29 -2.959 2.093 1.466  -0.22
C30 -3.391 3.410 1.333  -0.31
H25 -3.051 3.717 -2.024  0.21
H26 -2.305 1.376 -1.761  0.21
H27 -2.949 1.661 2.466  0.20
H28 -3.713 4.001 2.182  0.21

Cartesian forces, eV/Å:
-0.2 -0.1 0.2
0.0 -0.1 0.0
0.0 0.0 0.0
-0.1 0.1 0.0
0.0 0.0 -0.1
0.0 0.0 0.0
-0.1 0.0 0.0
0.2 0.0 0.2
-0.1 0.1 -0.1
0.0 -0.1 -0.1
0.0 0.0 0.0
0.0 0.0 0.0
0.0 0.0 0.0
-0.1 0.0 0.0
-0.1 0.2 0.1
0.4 -0.1 -0.1
-0.1 -0.1 0.0
0.0 0.1 0.0
0.0 0.0 0.0
0.0 0.0 0.0
0.0 0.0 0.0
0.0 0.0 0.0
0.0 0.0 0.0
0.0 0.0 0.0
0.0 0.0 0.0
0.0 0.0 0.0
0.0 0.0 0.0
0.0 0.0 0.0
0.0 0.0 0.0
0.0 0.1 0.0
0.0 0.0 0.0
-0.1 0.1 0.0
0.0 0.0 0.0
0.0 0.0 0.0
0.0 0.0 0.0
0.0 -0.1 0.0
0.0 0.0 0.0
0.0 0.0 0.0
0.0 0.0 0.0
0.0 0.0 0.0
0.0 0.0 0.0
0.0 0.0 0.0
0.0 0.0 0.0
0.0 0.0 0.0
0.0 0.0 0.0
0.0 0.0 0.0
0.0 0.0 -0.1
0.0 0.0 0.0
0.0 0.0 0.0
0.0 0.0 0.0
0.0 0.0 0.0
0.0 0.0 0.0
0.0 0.0 -0.1
0.1 0.0 0.1
0.1 0.1 0.1
-0.1 0.0 -0.1
0.1 0.0 0.0
0.0 0.0 0.0
0.0 0.0 0.0
0.0 0.0 0.0
-0.1 0.0 0.0
-0.1 -0.1 -0.1
0.0 0.0 0.0
0.0 0.0 0.0
0.0 0.0 0.0
0.0 0.0 0.0
0.0 0.0 0.0
0.0 0.0 0.0

Results
total charge = -1
electronic energy = -149365.6232 eV
lowest unoccupied orbital energy = 2.4 eV
max |F| = 0.44 eV/Å
relative energy (zero: lowest compared OMol25 entry of this formula, charge and spin) = 373.99 kJ/mol
E_HOMO = -3.84 eV
2S+1 = 1
orbital gap = 6.231 eV